[1]
The following is a DFT calculation (wB97M-V/def2-TZVPD) of a molecular structure, C59H52O11P2PdS2 in a non-equilibrium geometry.

Structure (XYZ):
```
127
C59H52O11P2PdS2, DFT wB97M-V/def2-TZVPD
C 5.73 -1.81 4.04
C 4.76 -2.81 4.13
C 4.15 -3.30 2.97
C 4.52 -2.74 1.75
O 3.78 -3.08 0.59
P 2.15 -3.02 0.54
O 1.96 -3.43 -1.03
C 2.84 -4.20 -1.82
C 2.62 -5.57 -1.94
C 3.51 -6.32 -2.72
C 4.57 -5.70 -3.37
C 4.76 -4.31 -3.25
C 3.89 -3.55 -2.47
O 1.73 -4.39 1.33
C 0.52 -5.08 1.22
C 0.41 -6.24 1.98
C -0.72 -7.04 1.83
C -1.73 -6.66 0.95
C -1.62 -5.47 0.23
C -0.49 -4.65 0.36
Pd 1.26 -1.15 1.38
P 2.44 0.67 0.66
O 3.46 1.05 1.89
C 4.28 2.17 2.10
C 4.13 2.84 3.31
C 4.76 4.07 3.46
C 5.58 4.56 2.43
C 5.80 3.81 1.27
C 5.18 2.57 1.13
O 3.37 0.62 -0.69
C 3.18 1.40 -1.85
C 4.24 2.19 -2.28
C 3.99 3.17 -3.25
C 2.72 3.29 -3.81
C 1.70 2.40 -3.45
C 1.93 1.43 -2.47
O 1.71 2.11 0.38
C 1.49 3.19 1.24
C 2.03 4.43 0.90
C 1.90 5.47 1.82
C 1.21 5.28 3.01
C 0.62 4.05 3.29
C 0.74 2.99 2.39
C -1.66 -0.40 0.75
C -1.59 -1.26 1.89
C -0.58 -1.07 2.90
C -0.61 -1.93 4.05
C -1.48 -3.01 4.11
C -2.35 -3.26 3.05
C -2.46 -2.37 1.99
C -2.40 -0.70 -0.35
C -2.67 0.35 -1.33
C 5.49 -1.75 1.63
C 6.09 -1.27 2.80
H 6.21 -1.44 4.95
H 4.47 -3.22 5.09
H 3.38 -4.06 3.01
H 1.77 -6.02 -1.42
H 3.35 -7.40 -2.81
H 5.26 -6.28 -3.98
H 5.58 -3.81 -3.76
H 4.00 -2.47 -2.36
H 1.22 -6.50 2.67
H -0.80 -7.96 2.41
H -2.62 -7.28 0.82
H -2.42 -5.15 -0.45
H -0.41 -3.71 -0.18
H 3.48 2.42 4.08
H 4.61 4.65 4.37
H 6.06 5.54 2.54
H 6.45 4.17 0.48
H 5.36 1.92 0.27
H 5.22 2.06 -1.83
H 4.81 3.83 -3.55
H 2.53 4.06 -4.56
H 0.72 2.45 -3.93
H 1.16 0.72 -2.18
H 2.55 4.54 -0.05
H 2.35 6.44 1.59
H 1.13 6.10 3.73
H 0.05 3.90 4.22
H 0.28 2.01 2.57
H -1.07 0.53 0.73
H -0.07 -0.09 2.98
H 0.07 -1.72 4.87
H -1.51 -3.66 4.99
H -2.98 -4.16 3.05
H -3.19 -2.55 1.19
H -2.76 -1.70 -0.57
H -3.39 1.42 -0.92
H -1.72 0.84 -1.61
H 5.72 -1.32 0.65
H 6.83 -0.48 2.73
C -2.24 3.64 -1.90
O -3.71 3.36 -1.83
C -4.01 2.03 -1.77
S -5.77 1.61 -1.30
C -6.02 2.58 0.18
C -6.39 1.93 1.35
C -6.55 2.69 2.52
C -6.32 4.07 2.50
C -5.92 4.70 1.31
C -5.79 3.95 0.14
O -6.69 2.11 -2.30
O -5.76 0.21 -0.93
S -3.83 1.01 -3.41
C -5.15 0.49 -4.50
C -6.11 -0.46 -4.16
C -7.22 -0.66 -4.99
C -7.38 0.10 -6.15
C -6.39 1.01 -6.53
C -5.27 1.18 -5.72
O -2.75 1.47 -4.29
O -3.37 -0.22 -2.47
H -2.11 4.71 -1.73
H -1.72 3.06 -1.13
H -1.89 3.34 -2.89
H -6.52 0.85 1.34
H -6.84 2.18 3.44
H -6.45 4.65 3.40
H -5.70 5.76 1.29
H -5.47 4.43 -0.79
H -5.99 -1.04 -3.25
H -7.98 -1.39 -4.70
H -8.27 -0.03 -6.77
H -6.47 1.59 -7.44
H -4.49 1.89 -6.00
```

Calculated total energy in Ha: -4713.89778
Max |F| in eV Å⁻¹: 6.43
Energy relative to the best compared isomer or geometry (same formula, charge and spin) in kcal/mol: 44.0
Multiplicity: 1
LUMO energy in eV: -0.69

Here are the Mulliken charges for atoms 1 to 2, given in e:
1. C -0.70
2. C -0.60

[2]
The following is a DFT calculation (wB97M-V/def2-TZVPD) of a molecular structure, C59H54As2F4N5O3STi in a non-equilibrium geometry.

Structure (XYZ):
```
129
C59H54As2F4N5O3STi, DFT wB97M-V/def2-TZVPD
Ti -0.11 -0.11 0.39
C -0.24 1.72 3.64
C -1.23 0.63 4.04
As -1.83 -0.57 2.54
C -3.76 -0.36 2.77
C -4.40 -0.43 4.01
C -5.77 -0.28 4.10
C -6.52 -0.05 2.96
C -5.90 0.04 1.72
C -4.53 -0.12 1.64
C -1.59 -2.18 3.64
C -2.64 -3.03 3.99
C -2.41 -4.08 4.86
C -1.14 -4.30 5.38
C -0.09 -3.48 5.00
C -0.31 -2.43 4.13
As -0.18 2.31 1.72
C 0.88 3.93 2.24
C 0.43 5.24 2.07
C 1.21 6.31 2.48
C 2.45 6.09 3.06
C 2.88 4.80 3.28
C 2.10 3.73 2.88
C -1.93 3.18 1.47
C -3.05 2.79 2.19
C -4.31 3.29 1.90
C -4.47 4.21 0.87
C -3.36 4.64 0.17
C -2.10 4.12 0.46
H 0.78 1.36 3.82
H -0.37 2.62 4.25
H -2.12 1.08 4.50
H -0.78 0.00 4.81
H -3.81 -0.63 4.90
H -6.26 -0.36 5.06
H -7.59 0.07 3.03
H -6.48 0.22 0.83
H -4.03 -0.06 0.67
H -3.63 -2.87 3.59
H -3.22 -4.73 5.14
H -0.97 -5.11 6.07
H 0.91 -3.65 5.39
H 0.52 -1.80 3.82
H -0.54 5.44 1.64
H 0.85 7.31 2.34
H 3.05 6.93 3.36
H 3.83 4.62 3.75
H 2.44 2.72 3.08
H -2.97 2.09 3.01
H -5.16 2.96 2.47
H -5.45 4.60 0.64
H -3.46 5.38 -0.61
H -1.25 4.45 -0.12
N 1.21 0.48 -0.75
C 2.47 0.55 -0.83
C 3.35 0.15 0.31
C 3.92 -1.11 0.42
C 4.74 -1.40 1.50
C 4.99 -0.44 2.47
C 4.42 0.81 2.36
C 3.61 1.12 1.28
C 3.14 1.09 -2.04
C 2.37 1.53 -3.12
C 2.97 2.05 -4.24
C 4.36 2.14 -4.32
C 5.13 1.71 -3.25
C 4.53 1.19 -2.11
H 3.73 -1.86 -0.34
H 5.19 -2.38 1.58
H 5.64 -0.68 3.30
H 4.63 1.57 3.11
H 3.18 2.11 1.15
H 1.29 1.48 -3.04
H 2.37 2.40 -5.07
H 4.82 2.54 -5.20
H 6.20 1.80 -3.31
H 5.15 0.87 -1.29
F -2.99 -2.80 1.03
C -1.93 -3.04 0.22
F -0.84 -2.80 1.00
F -1.93 -4.32 -0.10
C -1.95 -2.01 -0.97
O -2.52 -2.26 -2.00
O -1.39 -0.93 -0.62
F 0.92 -0.64 1.70
N -2.96 2.06 -2.68
C -2.66 1.31 -1.59
N -1.50 1.60 -1.06
C -0.99 2.62 -1.85
C 0.18 3.36 -1.72
C 0.39 4.38 -2.62
C -0.52 4.66 -3.65
C -1.68 3.93 -3.80
C -1.91 2.92 -2.87
H -3.81 2.00 -3.21
H -3.33 0.55 -1.24
H 0.89 3.15 -0.92
H 1.28 4.99 -2.54
H -0.31 5.47 -4.33
H -2.39 4.14 -4.59
C 3.29 -1.66 -5.10
C 1.87 -2.08 -5.47
C 0.80 -1.20 -4.80
N 0.78 -1.37 -3.36
C 0.50 -2.51 -2.72
S 0.96 -2.67 -1.13
N -0.16 -3.47 -3.42
C -0.59 -4.77 -3.05
O -1.65 -5.15 -3.48
C 0.35 -5.64 -2.32
C -0.18 -6.72 -1.62
C 0.66 -7.68 -1.09
C 2.04 -7.56 -1.25
C 2.56 -6.47 -1.92
C 1.73 -5.52 -2.47
H 4.01 -2.35 -5.53
H 3.42 -1.65 -4.02
H 3.51 -0.66 -5.48
H 1.71 -3.12 -5.17
H 1.74 -2.02 -6.55
H -0.18 -1.42 -5.23
H 1.03 -0.15 -5.00
H 1.21 -0.66 -2.78
H -0.72 -3.12 -4.20
H -1.25 -6.80 -1.51
H 0.25 -8.53 -0.58
H 2.69 -8.32 -0.86
H 3.63 -6.37 -2.05
H 2.16 -4.70 -3.03
```

Calculated total energy in Ha: -8898.82145
Max |F| in eV Å⁻¹: 2.54
Energy relative to the best compared isomer or geometry (same formula, charge and spin) in kcal/mol: 34.9
Net charge: +1
Multiplicity: 1
LUMO energy in eV: -3.72

Here are the Mulliken charges for atoms 1 to 2, given in e:
1. Ti 0.15
2. C -1.18

> What is the formula in the second record?

C59H54As2F4N5O3STi